A structure of composition C27H43Br5F9IMg2N3O11S2 in a non-equilibrium geometry, computed with ωB97M-V/def2-TZVPD.

**LUMO level**: -7.520 eV
**HOMO-LUMO gap**: 1.3 eV
**E**: -17308.7302 Eh
**Total charge**: +1
**Largest force on an atom**: 7.0 eV/Å
**E_HOMO**: -8.785 eV

Structure (XYZ):
```
103
Properties=species:S:1:pos:R:3:forces:R:3
C -4.3106 -2.9477 3.1091 -2.05 -0.62 1.32
C -5.1606 -1.6558 3.5040 0.63 -0.54 -0.57
C -4.9221 -0.3638 2.5841 -0.20 -0.07 0.19
O -5.8797 0.0844 2.0502 -0.47 0.43 -0.05
O -3.6905 0.3446 2.3488 -0.83 -1.30 -0.35
C -2.8649 -0.2507 1.3075 2.04 0.76 0.04
C -1.3027 -0.0987 1.7954 -0.52 0.92 -1.24
C -0.9166 1.4368 1.9693 0.20 -0.94 -0.18
C 0.5433 1.6592 1.3704 -0.91 -0.28 -1.17
O 1.3237 2.6092 2.1390 -0.14 -1.48 2.06
S 1.6910 1.8932 3.5682 4.15 0.44 -0.64
O 2.5871 2.8146 4.2482 -1.96 0.27 0.01
O 2.3762 0.6222 3.4065 -2.02 0.27 -0.44
C 0.0797 1.6926 4.4304 -1.51 -0.91 0.80
O 0.0692 2.6160 5.5294 -0.40 -0.24 -0.41
C -0.1387 0.2209 5.0400 0.71 -0.80 -0.64
N 0.1910 0.0899 6.4866 -0.13 1.03 -0.39
C -1.1187 2.0079 3.4358 -0.12 0.52 0.09
C -1.4364 3.5415 3.3709 -0.47 0.43 -0.49
C -2.3654 4.0119 4.5366 0.87 0.10 -0.40
O -2.7305 3.2960 5.3964 -0.24 -0.64 0.31
I -3.0370 6.0840 4.6934 0.39 -0.37 -0.48
H -3.2504 -2.7187 2.7568 -1.45 -1.25 -0.89
H -4.2082 -3.5707 4.0340 -0.07 0.46 -0.80
H -4.8948 -3.5811 2.3887 0.93 0.59 -0.13
H -6.2311 -1.9392 3.3732 0.80 0.61 -0.08
H -5.0055 -1.4749 4.5895 -0.02 0.38 -0.85
H -2.9325 0.3309 0.3414 -0.25 -0.48 1.20
H -3.1418 -1.3007 1.0655 0.21 0.61 0.37
H -1.1376 -0.7453 2.7508 0.86 1.76 -2.25
H -0.6416 -0.4955 0.9786 -0.63 0.06 0.69
H -1.6194 1.9918 1.2975 0.51 -0.30 0.76
H 1.1371 0.7164 1.2154 -0.69 0.95 0.56
H 0.4242 2.1104 0.3546 0.30 -0.24 0.90
H 0.9075 2.5837 6.0464 0.42 1.11 -2.07
H -1.2106 -0.1165 4.9326 0.64 0.64 0.17
H 0.4763 -0.5491 4.5065 -0.48 0.90 0.02
H 0.1018 -0.8936 6.7624 0.29 0.40 0.07
H 1.1888 0.3817 6.5910 0.61 -2.52 -1.44
H -2.0149 1.5229 3.8907 0.64 0.32 -0.48
H -2.0318 3.7298 2.4385 0.47 -0.12 0.73
H -0.5269 4.1778 3.2693 -0.69 -0.33 0.31
C 3.2775 0.5614 -1.3206 0.23 0.09 -0.18
Br 1.6031 -0.3912 -1.1492 0.15 -0.12 -0.27
Br 3.0441 2.2639 -2.2006 -0.04 -0.21 0.19
Br 4.1686 0.7480 0.3826 -0.20 0.00 -0.09
H 3.9227 -0.0389 -1.9538 -0.05 0.05 0.09
C 8.0607 0.1714 1.3239 -1.42 -1.65 -3.35
C 7.8142 -0.3117 -0.0511 0.11 0.21 1.09
N 7.6161 -0.6590 -1.1287 -0.35 -0.42 -0.61
H 8.9078 -0.3654 1.7412 -0.16 -0.42 -0.44
H 8.2797 1.2675 1.3096 -1.02 -1.44 -1.81
H 7.1857 -0.0073 1.9437 0.02 0.00 -0.03
Mg 1.0666 1.7201 7.5950 -0.80 0.76 2.72
C -6.5941 -3.9598 -0.4756 -0.12 0.09 -0.08
O -5.6526 -4.2523 0.2465 0.01 0.22 0.09
N -6.8874 -2.7121 -0.8916 -0.05 -0.44 -0.03
C -8.0232 -2.4261 -1.7468 0.18 0.18 0.08
C -6.0312 -1.6243 -0.4627 0.16 -0.27 -0.03
H -7.2972 -4.7203 -0.8500 0.00 0.02 -0.02
H -7.6689 -1.9708 -2.6743 -0.15 0.00 -0.03
H -8.6930 -1.7320 -1.2348 -0.08 -0.02 -0.13
H -8.5689 -3.3383 -1.9836 0.08 0.00 0.05
H -5.0104 -1.8144 -0.8055 0.01 0.13 0.01
H -6.0315 -1.5796 0.6222 -0.02 0.06 -0.11
H -6.3820 -0.6770 -0.8674 -0.04 -0.07 0.02
Br 9.1389 1.4678 2.9317 1.76 4.41 5.11
C -4.2992 3.4353 -3.2660 -0.13 0.85 -0.03
C -3.8124 2.3790 -2.2573 -0.91 0.11 -0.08
C -2.7538 1.4006 -2.7624 0.58 -0.30 -0.14
F -3.1917 0.6534 -3.7886 -0.05 0.07 0.21
F -2.4138 0.5348 -1.7660 -0.01 0.13 0.16
F -4.8802 1.7143 -1.7611 0.21 -0.16 -0.02
F -3.2653 3.0585 -1.2022 0.37 -0.07 -0.15
O -5.5249 3.1656 -3.9347 0.38 -1.03 -0.13
C -5.4829 2.3895 -5.0947 0.49 1.30 0.21
C -6.2648 1.0833 -4.9415 -0.44 -0.55 -0.02
F -5.7636 0.3271 -3.9373 0.01 0.19 0.01
F -6.1816 0.3490 -6.0722 0.11 0.28 -0.05
F -4.2071 2.1897 -5.4745 -0.22 -0.30 -0.20
F -6.0544 3.1302 -6.0655 -0.24 -0.35 0.02
H -4.5118 4.3311 -2.6800 -0.08 -0.18 0.12
H -3.5137 3.7381 -3.9607 0.04 -0.31 0.01
H -1.8458 1.9240 -3.0768 -0.07 0.11 0.07
H -7.3167 1.2837 -4.7269 0.04 0.19 -0.03
F 8.3184 0.6957 -2.7131 0.10 0.15 0.11
C 9.5015 -1.7833 -4.6781 0.01 0.06 0.02
C 8.6246 -2.8864 -4.0823 -0.01 0.03 0.08
C 8.4968 -3.9921 -5.1366 -0.38 0.02 0.35
S 9.9860 -3.9097 -6.1324 0.17 0.11 0.27
O 9.6222 -3.5209 -7.4733 0.10 -0.23 -0.03
O 10.8023 -5.0705 -5.8677 -0.07 -0.03 -0.33
C 10.6965 -2.4962 -5.3032 -0.02 0.34 0.17
H 9.8133 -1.0634 -3.9218 -0.15 0.04 -0.05
H 8.9437 -1.2436 -5.4474 0.05 0.03 0.04
H 9.1036 -3.2872 -3.1848 -0.01 0.02 -0.04
H 7.6459 -2.5073 -3.7884 0.08 0.02 0.03
H 8.4236 -4.9785 -4.6816 0.07 -0.04 -0.21
H 7.6440 -3.8222 -5.7934 0.12 -0.02 -0.09
H 11.2383 -1.8813 -6.0194 0.00 -0.17 -0.09
H 11.3773 -2.8687 -4.5365 -0.01 -0.07 -0.08
Mg 7.8312 3.5941 3.5420 0.87 -0.95 -0.14
Br -2.4064 -1.5532 3.7824 1.35 -0.97 3.63
```
Positions in Å, forces in eV/Å.

A structure of composition C27H43BrN2O2P2Sn in a non-equilibrium geometry, computed with ωB97M-V/def2-TZVPD.

**LUMO level (spin up / spin down)**: -13.408 / -13.185 eV
**HOMO-LUMO gap (spin up / spin down)**: 5.3 / 5.4 eV
**E**: -4784.0423 Eh
**Total charge**: +4
**Largest force on an atom**: 5.0 eV/Å
**E_HOMO (spin up / spin down)**: -18.660 / -18.612 eV

Structure (XYZ):
```
78
Properties=species:S:1:pos:R:3:forces:R:3
C -0.5887 7.3639 -6.2899 -0.24 -0.57 -0.82
C -0.7709 5.9951 -6.5804 -0.02 0.22 -0.38
C -1.0757 5.6169 -7.9024 0.11 0.93 0.41
C -1.2223 6.6215 -8.8660 -0.34 0.11 -1.61
N -1.0619 7.9124 -8.5705 0.47 -2.91 3.01
C -0.7565 8.2900 -7.3276 0.08 1.60 -0.21
C -0.6691 4.9931 -5.5575 0.34 -0.66 1.17
C -0.5664 4.2005 -4.6379 -0.37 2.18 -2.35
C -0.6089 3.2731 -3.5931 -0.08 -0.62 0.48
C 0.4253 3.2369 -2.6484 -0.47 -0.34 0.17
C 0.4099 2.2325 -1.6798 0.27 -0.40 -0.05
C -0.6491 1.3315 -1.7122 -1.19 -0.82 -0.82
C -1.7400 1.4264 -2.5644 0.01 0.32 -0.73
C -1.7070 2.4003 -3.5520 0.09 0.20 0.18
Sn -0.6645 -0.6137 -0.7221 2.25 1.50 4.25
P 1.9283 -1.0895 -0.9751 0.72 -0.55 -0.37
H -1.1998 4.5710 -8.1742 -0.04 0.36 -0.15
H -0.3269 7.7031 -5.2899 -0.11 0.11 -0.34
H -1.4753 6.3577 -9.8953 0.06 0.13 0.16
H -0.6381 9.3589 -7.1341 -0.02 -0.18 -0.09
H -2.5009 2.4929 -4.2985 0.27 -0.02 0.33
H 1.2208 3.9819 -2.6912 -0.19 -0.28 0.10
H -2.5851 0.7398 -2.5200 0.22 0.19 0.01
H 1.2214 2.1662 -0.9606 -0.16 -0.14 -0.04
C 2.4442 -2.6772 -0.2105 -0.56 -0.08 0.27
C 3.3242 -3.5965 -1.0534 0.31 -0.17 -0.13
H 1.5114 -3.1792 0.0841 0.32 -0.04 -0.06
H 2.9549 -2.4220 0.7301 -0.20 0.06 -0.20
H 3.4700 -4.5353 -0.5020 -0.03 0.25 -0.17
H 2.8688 -3.8527 -2.0178 0.12 0.00 0.24
H 4.3193 -3.1682 -1.2380 -0.34 -0.12 0.00
C 1.8849 -1.2675 -2.8079 -0.36 -0.16 -0.16
C 2.8541 -0.4245 -3.6295 0.20 0.08 -0.29
H 0.8548 -0.9912 -3.0991 0.28 -0.06 -0.10
H 1.9950 -2.3349 -3.0478 0.03 0.28 0.05
H 2.6081 -0.5639 -4.6908 0.17 0.09 0.24
H 2.7647 0.6484 -3.4078 0.05 -0.32 -0.04
H 3.8969 -0.7368 -3.4880 -0.33 0.13 -0.04
C 3.2620 0.0848 -0.5426 -0.46 0.83 0.41
C 4.6999 -0.4250 -0.6140 0.23 -0.33 -0.19
H 3.0293 0.3907 0.4861 0.07 -0.04 -0.29
H 3.1325 0.9801 -1.1674 0.02 -0.23 0.13
H 5.3693 0.4124 -0.3788 -0.18 -0.20 -0.03
H 4.8910 -1.2137 0.1240 -0.03 0.19 -0.21
H 4.9791 -0.7945 -1.6085 -0.06 0.08 0.30
Br -0.8080 -2.2237 1.3006 -0.62 0.38 -1.49
P -2.5031 -3.1795 -3.8874 1.57 2.50 1.21
C -0.6773 -3.3903 -3.8949 -0.01 -0.69 -0.70
C -0.2717 -4.8302 -4.2216 0.35 -0.44 0.03
H -0.2900 -3.0836 -2.9121 -0.30 -0.06 -0.06
H -0.2708 -2.7033 -4.6519 -0.28 -0.14 0.12
H 0.7926 -4.8803 -4.4774 -0.22 0.01 0.07
H -0.4392 -5.4991 -3.3712 -0.03 0.09 -0.15
H -0.8359 -5.2230 -5.0760 0.19 0.11 0.15
C -2.9861 -2.9172 -2.1354 -0.15 -1.01 0.06
C -4.3783 -3.5130 -1.9018 -0.50 0.02 0.33
H -2.9676 -1.8405 -1.8959 -0.07 -0.01 -0.37
H -2.2450 -3.4111 -1.4912 -0.13 -0.10 -0.22
H -4.5696 -3.6418 -0.8340 0.02 0.03 -0.14
H -5.1672 -2.8710 -2.3028 0.11 -0.07 -0.01
H -4.4723 -4.4937 -2.3794 0.04 0.10 0.17
C -2.7309 -1.5263 -4.6610 -1.07 -0.35 -0.57
C -2.9832 -1.6356 -6.1698 0.00 0.17 -0.40
H -1.8432 -0.9115 -4.4535 0.01 -0.35 0.18
H -3.5955 -1.0585 -4.1687 0.12 -0.18 -0.09
H -3.3553 -0.6806 -6.5570 0.09 -0.22 0.07
H -2.0681 -1.8786 -6.7204 -0.15 -0.02 0.11
H -3.7334 -2.4016 -6.3991 0.12 0.24 0.04
N 1.0612 2.6808 3.2268 0.20 0.60 0.07
C -0.3107 2.3063 2.7778 -0.12 -0.29 -0.16
C -0.1087 1.3438 1.6023 0.30 -0.41 -0.41
O -1.1506 0.9016 1.0083 1.04 -0.20 -0.02
O 1.0838 1.0829 1.3166 -1.27 -0.05 -0.11
H 1.6470 1.8463 3.3298 -0.04 0.06 -0.08
H 1.0657 3.2096 4.1002 -0.10 0.02 0.15
H 1.4994 3.2689 2.5063 0.07 -0.25 0.27
H -0.8395 1.8379 3.6096 -0.02 0.01 -0.14
H -0.8383 3.2091 2.4691 -0.04 -0.10 0.06
```
Positions in Å, forces in eV/Å.

A structure of composition C27H43BrNV in a non-equilibrium geometry, computed with ωB97M-V/def2-TZVPD.

**LUMO level (spin up / spin down)**: -7.541 / -7.564 eV
**HOMO-LUMO gap (spin up / spin down)**: 7.8 / 7.8 eV
**E**: -4626.7214 Eh
**Total charge**: +2
**Largest force on an atom**: 2.3 eV/Å
**E_HOMO (spin up / spin down)**: -15.387 / -15.405 eV

Structure (XYZ):
```
73
Properties=species:S:1:pos:R:3:forces:R:3
V -0.3185 0.1107 -0.5468 -0.87 1.07 0.38
C 1.0801 -0.4285 1.1148 -0.50 0.15 0.42
C -0.2915 -0.2544 1.5496 0.22 -1.64 -0.37
C -1.0492 -1.3629 0.9138 2.25 -0.17 0.21
C -0.0726 -2.1228 0.1607 -0.93 0.36 0.50
C 1.2319 -1.6320 0.3888 -0.50 0.24 0.31
C 2.5015 -2.4152 0.2115 0.74 -0.09 -0.39
C 2.1783 -3.8961 0.4618 -0.14 -0.66 0.30
C 3.1050 -2.2867 -1.1950 0.42 -0.03 -0.51
C 3.5396 -1.9523 1.2479 0.20 0.29 0.39
C -2.5089 -1.6365 0.7579 -0.76 -0.33 0.05
C -3.2308 -1.7967 2.1039 -0.29 0.08 0.55
C -2.7574 -2.9464 -0.0178 -0.16 -0.45 -0.02
C -3.0756 -0.4813 -0.0912 -0.14 0.58 0.71
C -0.5727 0.6772 2.7058 -0.01 0.96 0.17
C -1.8678 1.4951 2.6095 -0.56 0.09 0.23
C 0.5678 1.7207 2.8359 0.28 0.18 0.22
C -0.5643 -0.1775 3.9836 -0.01 -0.53 0.61
H 1.8999 0.1845 1.4705 -0.27 -0.17 -0.13
H -0.3154 -3.0019 -0.4299 0.10 0.22 0.20
H 1.5900 -4.3316 -0.3715 0.31 0.18 0.45
H 1.6029 -4.0300 1.4080 0.42 0.04 -0.62
H 3.1260 -4.4762 0.5529 -0.70 0.43 -0.11
H 2.3811 -2.5993 -1.9718 0.30 0.10 0.27
H 3.9913 -2.9620 -1.2668 -0.66 0.53 0.01
H 3.4442 -1.2529 -1.4209 -0.13 -0.68 0.22
H 3.1151 -2.0006 2.2762 0.34 0.03 -0.60
H 3.8720 -0.9102 1.0467 -0.14 -0.61 0.16
H 4.4336 -2.6093 1.2164 -0.56 0.41 -0.03
H -2.8037 -2.6545 2.6731 -0.29 0.55 -0.44
H -4.3082 -2.0079 1.9259 0.67 0.16 0.15
H -3.1508 -0.8995 2.7460 -0.14 -0.60 -0.37
H -2.2771 -3.8178 0.4801 -0.28 0.58 -0.32
H -2.3967 -2.8883 -1.0609 -0.19 -0.09 0.35
H -3.8512 -3.1488 -0.0401 0.73 0.18 -0.07
H -3.1138 0.4824 0.4588 -0.03 -0.59 -0.34
H -4.0980 -0.7341 -0.4094 0.39 0.23 -0.25
H -2.4726 -0.3047 -1.0237 -0.19 -0.12 -0.11
H -1.7987 2.2841 1.8281 -0.06 -0.30 0.53
H -2.0282 2.0021 3.5900 0.00 -0.30 -0.79
H -2.7613 0.8836 2.3851 0.48 0.44 0.27
H 0.8432 2.1837 1.8676 -0.17 -0.20 0.40
H 1.4815 1.2787 3.2836 -0.50 0.29 -0.23
H 0.2234 2.5364 3.5007 0.26 -0.46 -0.28
H -1.4285 -0.8689 4.0390 0.46 0.41 -0.05
H -0.5947 0.4788 4.8811 0.03 -0.39 -0.59
H 0.3600 -0.7965 4.0401 -0.55 0.44 -0.03
Br 2.8807 1.5655 -1.0433 0.23 0.01 -0.33
C 1.9990 0.6521 -2.4281 0.15 0.05 0.14
C 2.4976 0.6612 -3.7230 0.06 -0.01 -0.36
C 1.7865 -0.0198 -4.7132 0.16 0.20 0.38
C 0.6198 -0.7016 -4.3475 -0.31 -0.34 -0.94
C 0.1965 -0.6587 -3.0504 -0.08 -0.08 0.69
N 0.8822 0.0088 -2.0974 0.75 -0.19 -1.06
H 3.4189 1.2105 -3.9371 -0.40 -0.25 0.03
H 2.1358 -0.0016 -5.7489 -0.14 -0.10 0.39
H 0.0257 -1.2698 -5.0716 0.35 0.31 0.22
H -0.7133 -1.1859 -2.6958 0.41 0.18 -0.34
C -1.9941 3.5809 -1.1817 -0.80 0.01 -0.07
C -0.4848 3.2548 -1.1939 0.40 1.15 -0.76
C 0.2439 4.1852 -0.2017 0.22 0.32 0.42
C 0.0799 3.4693 -2.6052 0.26 0.14 -0.81
C -0.3745 1.8612 -0.8031 -1.00 -0.12 2.06
H -2.1764 4.6184 -1.5409 0.27 -0.67 0.27
H -2.4233 3.4890 -0.1633 0.23 0.09 -0.48
H -2.5520 2.8935 -1.8472 0.22 0.36 0.26
H 0.1945 5.2318 -0.5744 -0.03 -0.69 0.21
H 1.3126 3.9121 -0.1029 -0.57 0.17 -0.04
H -0.2296 4.1567 0.8024 0.28 0.03 -0.53
H -0.2291 4.4614 -2.9978 0.18 -0.59 0.28
H -0.2873 2.7030 -3.3167 0.05 0.35 0.31
H 1.1879 3.4371 -2.6300 -0.59 0.05 0.15
H -0.8570 1.8512 0.3432 0.81 -1.22 -1.50
```
Positions in Å, forces in eV/Å.

- Among the records above, which one has the highest total charge?
  C27H43BrN2O2P2Sn